Record 1
23
Properties=species:S:1:pos:R:3 method="wB97M-V/def2-TZVPD" multiplicity=1 e_lumo_ev=0.8404 orbital_gap_ev=9.48 molar_mass_g_mol=126.2 smiles=Cc1c[nH]cn1.CCC energy_ha=-384.62166
C -0.983 0.080 2.587
C 0.453 -0.120 2.229
C 1.369 0.778 1.754
N 2.476 0.032 1.429
C 2.188 -1.257 1.705
N 0.974 -1.385 2.169
H -1.401 -0.921 2.659
H -1.647 0.605 1.900
H -1.137 0.573 3.553
H 1.389 1.849 1.615
H 3.321 0.441 1.071
H 2.843 -2.066 1.430
C 0.169 0.480 -2.841
C -1.357 0.395 -2.542
C -1.657 -0.441 -1.300
H 0.481 -0.140 -3.682
H 0.741 0.125 -1.982
H 0.434 1.529 -2.928
H -1.701 1.421 -2.404
H -1.848 -0.015 -3.428
H -1.401 -1.474 -1.521
H -1.006 -0.132 -0.487
H -2.699 -0.358 -0.986


Record 2
23
Properties=species:S:1:pos:R:3 method="wB97M-V/def2-TZVPD" multiplicity=1 e_lumo_ev=0.7752 orbital_gap_ev=9.38 molar_mass_g_mol=126.2 smiles="C=C(C)C#N.CN(C)C" energy_ha=-384.49965
C 1.890 -0.771 -0.861
C 1.781 -0.803 0.465
C 2.484 -1.790 1.352
C 0.984 0.171 1.171
N 0.882 1.089 1.886
H 2.440 -1.529 -1.396
H 1.404 -0.004 -1.444
H 1.766 -2.329 1.974
H 3.038 -2.507 0.759
H 3.178 -1.269 2.023
C -1.367 2.098 0.029
N -0.978 0.878 -0.613
C -1.702 0.610 -1.829
C -1.292 -0.453 0.462
H -0.894 2.116 1.026
H -0.922 2.945 -0.504
H -2.456 2.227 0.112
H -1.377 -0.345 -2.251
H -1.466 1.393 -2.563
H -2.792 0.570 -1.671
H -1.132 -0.686 1.512
H -2.374 -0.321 0.566
H -1.096 -1.290 -0.202


Record 3
23
Properties=species:S:1:pos:R:3 method="wB97M-V/def2-TZVPD" multiplicity=1 e_lumo_ev="0.1110 / 0.1099" orbital_gap_ev="8.41 / 8.41" molar_mass_g_mol=126.2 energy_ha=-384.44626
C 1.055 -1.396 0.289
C 0.968 -1.560 1.732
C -0.059 -1.877 -0.580
C 1.304 0.750 0.013
H 2.039 -1.472 -0.157
H 0.319 -2.385 2.033
H 0.416 -0.646 2.138
H 1.937 -1.619 2.226
H -1.033 -1.693 -0.127
H 0.038 -2.961 -0.717
H -0.041 -1.419 -1.569
H 1.154 1.832 0.037
H 1.593 0.546 -1.016
H 2.126 0.638 0.713
C -0.972 2.171 -1.526
C -1.469 1.248 -0.450
N -2.657 0.804 -0.506
C -0.569 0.895 0.696
N -0.728 0.712 1.866
H -2.875 0.225 0.306
H -0.584 3.098 -1.099
H -0.168 1.712 -2.104
H -1.796 2.398 -2.198


Record 4
23
Properties=species:S:1:pos:R:3 method="wB97M-V/def2-TZVPD" multiplicity=1 e_lumo_ev=0.8010 orbital_gap_ev=9.08 molar_mass_g_mol=126.2 smiles=Cc1c[nH]cn1.CCC energy_ha=-384.55703
C 0.758 -2.535 -1.853
C 1.445 -1.748 -0.857
C 1.180 -1.342 0.492
N 2.223 -0.485 0.886
C 3.125 -0.518 -0.177
N 2.665 -1.142 -1.268
H 1.436 -3.159 -2.502
H 0.474 -1.671 -2.690
H -0.212 -2.913 -1.595
H 0.390 -1.725 1.213
H 2.216 -0.122 1.787
H 3.952 0.110 0.171
C -2.031 2.304 1.673
C -1.232 1.377 0.733
C -2.072 0.864 -0.471
H -1.339 3.137 2.015
H -2.895 2.681 1.188
H -2.249 1.786 2.593
H -0.514 2.070 0.261
H -0.594 0.708 1.248
H -3.055 0.520 -0.385
H -2.098 1.670 -1.282
H -1.571 0.133 -1.183


Record 5
23
Properties=species:S:1:pos:R:3 method="wB97M-V/def2-TZVPD" multiplicity=1 e_lumo_ev="0.8601 / 0.8602" orbital_gap_ev="7.43 / 7.43" molar_mass_g_mol=126.2 energy_ha=-384.47035
C -0.580 0.553 -1.745
C 2.681 -0.992 0.776
C 0.175 2.305 -0.140
C -2.470 -0.423 0.514
C 0.487 -0.461 0.073
C -0.570 1.021 -0.415
N 0.114 -1.737 -0.300
C -1.284 0.452 0.687
N 1.560 -0.092 0.619
H 0.284 -2.063 -1.235
H 0.213 -2.473 0.381
H 0.025 1.048 -2.490
H -1.257 -0.220 -2.075
H -1.070 0.873 1.662
H 2.839 -1.643 -0.093
H 3.587 -0.403 0.913
H 2.571 -1.626 1.664
H 1.018 2.425 -0.819
H 0.565 2.349 0.875
H -0.532 3.129 -0.256
H -3.227 -0.213 1.271
H -2.946 -0.327 -0.468
H -2.184 -1.481 0.600


Please write out number 2 again, unchanged.
23
Properties=species:S:1:pos:R:3 method="wB97M-V/def2-TZVPD" multiplicity=1 e_lumo_ev=0.7752 orbital_gap_ev=9.38 molar_mass_g_mol=126.2 smiles="C=C(C)C#N.CN(C)C" energy_ha=-384.49965
C 1.890 -0.771 -0.861
C 1.781 -0.803 0.465
C 2.484 -1.790 1.352
C 0.984 0.171 1.171
N 0.882 1.089 1.886
H 2.440 -1.529 -1.396
H 1.404 -0.004 -1.444
H 1.766 -2.329 1.974
H 3.038 -2.507 0.759
H 3.178 -1.269 2.023
C -1.367 2.098 0.029
N -0.978 0.878 -0.613
C -1.702 0.610 -1.829
C -1.292 -0.453 0.462
H -0.894 2.116 1.026
H -0.922 2.945 -0.504
H -2.456 2.227 0.112
H -1.377 -0.345 -2.251
H -1.466 1.393 -2.563
H -2.792 0.570 -1.671
H -1.132 -0.686 1.512
H -2.374 -0.321 0.566
H -1.096 -1.290 -0.202